Molecular formula: C40H40IrN3O4SSb2
Method: DFT, ωB97M-V/def2-TZVPD

The frontier orbital gap comes out at 7.38 eV. The energy above the lowest of the compared OMol25 structures with the same formula, charge and spin is 0.196 eV. As for the spin multiplicity: 1.

```
91
C40H40IrN3O4SSb2 ωB97M-V/def2-TZVPD
H 6.56 -3.54 -3.42
H 5.08 -2.37 -1.86
C 2.40 1.23 -0.91
H 0.48 1.91 5.49
H 5.62 -5.14 -5.06
H 4.67 0.03 -6.63
C 3.60 -4.86 -4.40
N -1.77 1.69 0.83
H 0.82 -0.72 1.61
C -6.23 -0.84 -3.44
H -0.56 0.25 -5.29
H 3.18 -5.56 -5.11
H -0.77 -6.01 1.03
C 0.98 -5.56 2.18
H -2.02 1.93 5.46
C 1.97 0.40 -3.89
C 3.28 -1.04 -0.19
H -5.63 -1.66 -3.84
C 0.12 -5.41 1.10
C 3.91 0.14 -5.87
C -2.02 -1.31 -5.38
C 5.49 -3.73 -3.45
C -3.39 1.23 -2.02
N 0.15 3.55 -2.18
C -1.46 1.90 4.53
O 0.13 2.52 -2.98
C -3.90 1.58 -0.78
C -5.41 0.00 -2.49
H 4.44 0.75 -0.41
O -2.40 3.65 -0.63
C -0.07 1.89 4.55
H -3.40 -2.95 -5.18
C 4.65 -3.07 -2.56
H 1.68 1.83 3.29
C 0.60 1.85 3.35
C -1.13 -0.48 -4.72
C -2.72 -2.28 -4.67
H 2.65 2.44 -3.73
H -3.75 0.17 -3.84
Sb 0.58 0.56 -2.25
C 2.78 1.48 -4.23
H 4.18 -1.61 0.04
H -3.12 -3.12 -2.73
H 2.77 -0.84 0.75
C 2.41 -3.85 1.28
H -6.58 -0.25 -4.28
C 2.76 -4.19 -3.52
C 3.28 -3.30 -2.58
H -0.27 -4.36 -0.72
H 1.69 -4.37 -3.56
H 3.31 -3.25 1.37
H 4.36 2.20 -5.49
H -6.90 0.05 -0.95
C 0.41 -4.48 0.11
H -5.55 1.48 0.57
C -2.56 -2.38 -3.29
C -1.68 -1.53 -2.64
C -0.94 -0.59 -3.35
C 2.13 -0.80 -4.57
H -2.42 1.59 -2.33
H 3.23 -1.89 -6.04
C -2.15 1.87 3.33
H -7.10 -1.27 -2.94
H 2.63 2.20 -1.35
C 3.11 -0.94 -5.54
H -3.23 1.86 3.29
C -1.40 1.84 2.16
C -0.05 -0.56 0.96
C 4.97 -4.63 -4.36
Ir 0.10 1.30 0.10
S -2.96 2.66 0.24
C 3.58 0.27 -0.90
C -5.17 1.17 -0.39
H -2.16 -1.22 -6.45
C -5.91 0.38 -1.25
C 1.56 -3.69 0.19
H 2.12 1.46 0.16
N -0.06 1.86 2.19
H -0.94 -0.65 1.58
H 0.75 -6.28 2.96
C 2.12 -4.78 2.27
H -1.57 -1.60 -1.56
O -3.77 3.07 1.35
C 3.74 1.35 -5.22
O 0.32 3.32 -0.99
H -0.08 -1.38 0.24
H 2.79 -4.89 3.12
Sb 1.92 -2.24 -1.33
H 3.89 0.08 -1.94
C -4.15 0.44 -2.87
H 1.48 -1.64 -4.34
```

***

Molecular formula: C40H40N6O4P2Tc
Method: DFT, ωB97M-V/def2-TZVPD

The frontier orbital gap (spin up / spin down) comes out at 6.61 / 6.39 eV. The total charge is +2. As for the spin multiplicity: 2.

```
93
C40H40N6O4P2Tc ωB97M-V/def2-TZVPD
C 2.39 2.05 1.51
H -1.97 1.02 5.08
H -1.57 5.49 1.20
H -1.84 1.56 -2.27
C -1.30 4.45 1.07
H -2.87 -3.41 5.86
H 2.67 -3.51 3.57
H 3.71 -0.54 -0.93
C -3.88 0.20 -3.84
N 0.97 -1.81 -1.01
O 1.32 -1.66 1.40
H 3.89 -0.55 0.83
O 4.22 -4.92 -2.42
C -1.06 2.20 1.99
C 2.09 2.04 -3.80
C -2.10 3.08 4.45
H 0.11 -1.77 -2.87
C -1.88 0.57 -5.36
H 2.46 5.15 -2.51
H 0.50 -2.91 2.82
C -2.94 -2.97 4.87
N -3.10 -0.13 -2.64
H 1.97 0.24 -2.66
H 2.03 1.53 -4.75
C -0.52 2.61 -0.29
H -1.13 -1.86 5.08
C -1.26 1.32 3.07
H 2.37 3.88 -0.42
H -3.89 -2.27 -5.18
C 2.29 -2.39 0.80
C -1.92 3.97 3.42
N -2.38 -1.36 -1.09
H -2.33 -2.08 -4.41
H 4.55 -1.76 3.83
H -4.04 1.28 -3.81
H 2.69 1.43 2.36
H 3.20 2.74 1.29
H 2.26 3.99 -4.68
Tc 0.00 -0.33 0.35
C 2.15 1.97 -1.39
C 2.34 4.07 -2.54
H -2.50 3.42 5.40
C 2.22 3.42 -3.76
H -2.19 5.01 3.56
C -2.05 -1.54 3.16
P -0.83 -0.34 2.60
C 3.67 0.07 -0.03
C -2.96 -1.72 -5.23
C -0.88 3.97 -0.13
C -1.96 -2.10 4.43
C -1.78 1.73 4.28
H -2.06 1.64 -5.42
P 2.07 0.94 0.11
O 4.68 -3.71 -0.62
H 3.47 -5.11 -3.01
C -4.01 -3.29 4.04
N 0.85 -2.16 -2.31
C -1.42 3.56 2.17
C -2.14 0.56 -2.02
H 1.23 0.86 4.56
N -3.22 -1.32 -2.04
C 2.30 3.35 -1.36
N -1.68 -0.20 -1.04
C 3.93 -3.98 -1.51
H -3.19 -1.44 1.33
C 2.05 1.32 -2.62
H -0.81 4.64 -0.98
H -3.88 0.08 -5.92
H -4.93 -2.98 2.13
C 2.65 -2.55 3.04
H 1.49 2.61 1.78
H 3.58 0.19 4.91
C 1.83 -3.00 -2.71
H -4.84 -0.29 -3.71
H -1.16 0.40 -4.55
H -2.46 -1.97 -6.16
C 2.06 -2.52 -0.56
C 0.71 -0.84 3.44
H -4.78 -3.97 4.38
H 4.44 0.84 -0.10
C 1.55 -0.09 4.16
C -4.10 -2.73 2.77
C 2.64 -3.25 -1.64
H -0.19 2.32 -1.27
C -3.18 -0.21 -5.14
C 1.22 -2.08 2.79
H 1.88 -3.33 -3.74
C 3.50 -1.54 3.74
O 3.14 -2.88 1.68
C -3.12 -1.86 2.33
H -1.40 0.25 -6.28
C -0.56 1.70 0.74
C 2.95 -0.47 4.33
```

***

| no. | calculated total energy (eV) |
| --- | --- |
| 1 | -81532.964 |
| 2 | -80020.626 |